Run P
18
Properties=species:S:1:pos:R:3 method="wB97M-V/def2-TZVPD" charge=-1 spin_multiplicity=2 e_homo_ev="0.52 / -2.42"
C 1.53 -0.99 2.86
C 0.97 0.08 2.18
N 0.09 -0.23 1.05
C 0.56 0.66 -0.11
C -1.08 2.47 0.05
C -0.43 1.58 -0.80
H 1.81 -1.97 2.32
H 2.12 -0.96 3.90
H 1.31 1.09 2.35
H 0.25 -1.20 0.82
H 1.07 -0.01 -0.88
H 1.23 1.39 0.37
H -2.13 2.69 -0.13
H -0.65 2.84 1.02
H -0.46 1.78 -1.84
H -2.05 -3.24 -5.12
H -1.71 -3.11 -3.70
O -2.42 -2.84 -4.35



Run Q
18
Properties=species:S:1:pos:R:3 method="wB97M-V/def2-TZVPD" charge=-1 spin_multiplicity=2 e_homo_ev="0.80 / -2.27"
C -0.47 1.74 1.47
N -0.37 1.36 0.08
C 0.54 0.41 -0.26
C 0.91 -0.59 0.56
C 1.53 -0.61 -2.35
C 0.66 0.21 -1.68
H -1.10 1.01 2.17
H 0.54 1.58 1.67
H -0.68 2.77 1.67
H -0.61 1.84 -0.72
H 1.14 -0.29 1.65
H 1.31 -1.53 0.29
H 2.44 -1.12 -2.00
H 1.34 -0.63 -3.41
H 0.02 0.88 -2.24
H -3.02 -1.78 1.01
H -2.03 -3.00 1.31
O -2.16 -2.24 0.77



Stability check: which of them is least stable? run P.



Run P
15
Properties=species:S:1:pos:R:3 method="wB97M-V/def2-TZVPD" charge=-1 e_homo_ev=-2.19
C -3.63 -0.46 -0.19
S -1.91 -0.07 -0.69
H -3.71 -1.52 0.04
H -3.88 0.17 0.66
H -4.35 -0.27 -0.98
C 3.37 0.30 1.51
C 2.37 0.73 0.40
N 1.95 -0.38 -0.41
H 4.13 1.07 1.62
H 2.80 0.16 2.43
H 3.74 -0.69 1.25
H 1.54 1.27 0.83
H 2.90 1.38 -0.32
H 0.98 -0.63 -0.53
H 2.39 -0.41 -1.32



Run Q
15
Properties=species:S:1:pos:R:3 method="wB97M-V/def2-TZVPD" charge=-1 e_homo_ev=-2.03
C 2.38 0.85 -1.01
S 1.53 -0.72 -1.30
H 3.45 0.84 -1.27
H 2.51 1.01 0.07
H 1.66 1.63 -1.28
C -1.47 0.86 0.15
N -1.71 0.40 1.54
C -2.21 -0.90 1.80
H -0.38 0.80 -0.01
H -1.59 1.94 0.09
H -2.10 0.27 -0.55
H -0.93 0.63 2.14
H -1.48 -1.71 1.56
H -2.58 -0.90 2.83
H -3.05 -1.28 1.24



Stability check: which of them is least stable? run Q.